A molecular structure, C24H40N4O6PS4SbTl. Source: the Open Molecules 2025 dataset; level of theory: ωB97M-V/def2-TZVPD.

## Properties
charge: +2
energy above the lowest of the compared OMol25 structures with the same formula, charge and spin: 0.7427 eV
HOMO energy (alpha / beta): -0.476 / -0.472 hartree
spin multiplicity: 2
maximum force: 0.00905 hartree/bohr
calculated total energy: -3955.452697 hartree

XYZ file:
```
81
C24H40N4O6PS4SbTl, DFT ωB97M-V/def2-TZVPD
Tl -0.575 0.229 -2.125
C -1.462 -4.611 -1.130
N -2.197 -3.578 -0.401
C -3.240 -4.039 0.512
C -1.914 -2.299 -0.584
O -0.996 -1.925 -1.337
C -2.740 -1.271 0.174
O -2.405 0.015 -0.303
C -3.419 0.991 -0.166
C -3.346 1.953 -1.349
O -2.522 1.767 -2.244
N -4.226 2.957 -1.358
C -5.206 3.168 -0.298
C -4.232 3.914 -2.462
H -2.172 -5.344 -1.508
H -0.751 -5.101 -0.463
H -0.932 -4.162 -1.964
H -4.208 -4.097 0.011
H -3.317 -3.399 1.387
H -2.970 -5.034 0.858
H -2.524 -1.354 1.245
H -3.804 -1.473 0.026
H -3.306 1.534 0.777
H -4.403 0.514 -0.162
H -5.647 2.232 0.039
H -6.013 3.777 -0.697
H -4.774 3.693 0.556
H -3.393 3.713 -3.119
H -4.161 4.927 -2.067
H -5.158 3.820 -3.030
S -0.896 3.015 -4.862
Sb -0.025 0.814 -5.399
S 1.501 0.717 -3.507
S -1.650 -0.512 -4.292
O 1.062 -0.298 0.213
S 2.437 -0.787 -0.253
C 3.390 -1.160 1.242
C 3.526 0.054 2.117
C 3.026 0.016 3.417
C 3.151 1.119 4.255
C 3.778 2.273 3.794
C 4.281 2.313 2.497
C 4.153 1.212 1.661
C 2.158 -2.474 -0.871
C 1.769 -3.528 0.127
C 0.730 -3.325 1.037
C 0.378 -4.322 1.935
C 1.050 -5.539 1.929
C 2.086 -5.745 1.032
C 2.449 -4.742 0.142
H 4.359 -1.516 0.881
H 2.896 -1.970 1.775
H 2.549 -0.886 3.781
H 2.778 1.071 5.270
H 3.896 3.125 4.451
H 4.789 3.200 2.140
H 4.537 1.259 0.650
H 3.072 -2.737 -1.407
H 1.378 -2.314 -1.618
H 0.227 -2.367 1.054
H -0.419 -4.151 2.649
H 0.773 -6.318 2.627
H 2.619 -6.686 1.026
H 3.262 -4.911 -0.554
N 1.940 3.869 -2.895
C 1.059 4.288 -1.758
P 1.085 2.841 -0.620
O 2.425 2.228 -0.799
O -0.219 2.096 -0.813
C 0.968 3.362 1.134
N 0.945 2.049 1.885
H 1.959 4.558 -3.645
H 1.626 2.952 -3.291
H 2.883 3.681 -2.541
H 0.063 4.480 -2.150
H 1.474 5.193 -1.317
H 0.063 3.918 1.366
H 1.842 3.919 1.460
H 0.068 1.927 2.386
H 1.701 2.012 2.577
H 1.060 1.209 1.260
```

Here are the Mulliken charges for atoms 1 to 4, given in e:
1. Tl 1.0701
2. C -0.9676
3. N 0.4612
4. C -1.1835

---

A molecular structure, C24H41AlBBeBrCl4CsF9InMgO11. Source: the Open Molecules 2025 dataset; level of theory: ωB97M-V/def2-TZVPD.

## Properties
charge: +1
HOMO energy: -0.315 hartree
maximum force: 0.09239 hartree/bohr
calculated total energy: -7772.545875 hartree

XYZ file:
```
96
C24H41AlBBeBrCl4CsF9InMgO11, DFT ωB97M-V/def2-TZVPD
C 0.934 7.286 -0.640
C 2.183 6.476 -0.964
C 1.850 5.059 -1.458
C 2.671 3.977 -0.775
C 2.858 2.704 -1.606
C 2.033 1.453 -1.225
C 0.731 1.636 -0.441
C -0.255 0.484 -0.672
C -1.717 0.918 -0.415
In -2.424 2.178 -2.115
C -0.788 2.817 -3.404
B -0.794 2.109 -4.776
O -0.996 2.801 -5.952
O -0.607 0.726 -4.863
C -3.994 0.732 -2.806
Cl -3.837 -0.368 -4.100
C -5.154 0.770 -2.110
C -5.541 1.793 -1.072
Cl -6.425 -0.430 -2.405
C -3.465 4.065 -1.447
F -4.550 4.388 -2.233
F -3.881 4.013 -0.139
C -2.510 5.226 -1.534
F -1.366 4.846 -0.898
F -2.969 6.311 -0.877
H 1.143 8.336 -0.504
H 0.467 6.888 0.254
H 0.207 7.145 -1.431
H 2.845 6.438 -0.107
H 2.709 7.015 -1.745
H 2.093 5.029 -2.515
H 0.786 4.902 -1.371
H 3.660 4.407 -0.658
H 2.311 3.756 0.224
H 2.719 2.923 -2.657
H 3.896 2.414 -1.488
H 2.686 0.753 -0.723
H 1.752 0.972 -2.162
H 0.987 1.578 0.613
H 0.267 2.596 -0.623
H -0.159 0.068 -1.673
H 0.004 -0.328 0.022
H -1.859 1.362 0.562
H -2.383 0.035 -0.452
H 0.184 2.661 -2.946
H -0.906 3.884 -3.542
H -0.360 3.506 -6.070
H 0.253 0.552 -5.247
H -5.619 2.764 -1.526
H -4.823 1.849 -0.256
H -6.511 1.544 -0.666
H -2.300 5.502 -2.561
C 2.818 -2.317 0.218
Cl 2.441 -1.378 1.666
Cl 1.782 -1.835 -1.154
H 3.850 -2.149 -0.053
H 2.650 -3.370 0.421
O 3.470 -2.366 -3.861
H 2.951 -1.785 -3.275
H 3.100 -3.378 -3.664
H 4.419 -2.277 -3.693
O 1.114 -4.409 1.788
C 0.000 -4.426 2.236
O -0.956 -5.278 1.837
C -2.211 -4.953 2.503
C -1.811 -4.171 3.746
C -0.550 -3.459 3.283
H -2.824 -4.361 1.812
H -2.741 -5.869 2.739
H -2.588 -3.503 4.099
H -1.565 -4.855 4.557
H -0.777 -2.505 2.802
H 0.163 -3.309 4.087
F 2.525 -4.397 -3.342
Al 2.355 -5.486 -1.981
F 0.774 -5.414 -1.476
F 3.375 -4.895 -0.810
F 2.748 -7.019 -2.453
Be 0.913 -8.308 -1.285
C -5.393 -2.127 4.884
O -6.363 -1.421 5.005
O -4.710 -2.753 5.720
O -4.801 -2.493 3.765
Mg -4.454 -0.482 -0.469
Br -4.093 -1.356 1.743
Cs -0.324 -2.393 0.773
C 3.680 -4.857 6.077
C 4.819 -3.922 5.717
O 4.221 -3.105 4.715
C 2.891 -3.063 4.959
O 2.142 -2.283 4.468
O 2.533 -4.024 5.829
F 5.875 -4.574 5.190
H 3.654 -5.720 5.413
H 3.699 -5.191 7.109
H 5.166 -3.287 6.533
```

Here are the Mulliken charges for atoms 1 to 4, given in e:
1. C -1.2020
2. C -0.6863
3. C 0.6556
4. C -0.8764

---

3 unconnected molecules or ions with the total composition C24H41BrO6. Source: the Open Molecules 2025 dataset; level of theory: ωB97M-V/def2-TZVPD.

## Properties
charge: 0
HOMO energy: -0.272 hartree
maximum force: 0.19137 hartree/bohr
SMILES: CCC[C@@]1(CC[C@H](C)CCC=C(C)C)OC(=O)O[C@@H]1CC(=O)Br.CC(C)=O.CC(C)=O
calculated total energy: -3964.092178 hartree

XYZ file:
```
72
C24H41BrO6, DFT ωB97M-V/def2-TZVPD
C 4.783 -0.572 2.464
C 4.402 0.510 1.293
C 3.840 -0.141 -0.103
C 2.459 0.610 -0.676
C 2.517 2.248 -0.849
C 1.111 2.976 -1.191
C 0.334 3.766 -0.008
C 1.216 4.219 1.291
C -1.076 2.962 0.399
C -1.949 3.715 1.560
C -2.924 2.585 2.316
C -4.141 1.984 1.695
C -4.201 1.222 0.244
C -5.536 2.055 2.579
O 2.016 0.181 -2.045
C 0.689 -0.519 -2.030
O 0.218 -1.282 -3.030
O 0.032 -0.188 -0.722
C 1.243 -0.095 0.158
C 1.043 0.189 1.758
C -0.339 -0.403 2.408
O -1.190 -1.263 1.843
Br -0.753 0.218 4.307
H 3.872 -0.906 3.141
H 5.531 -0.013 3.207
H 5.375 -1.515 2.072
H 3.638 1.326 1.713
H 5.390 1.105 1.034
H 4.664 0.088 -0.936
H 3.743 -1.308 -0.066
H 3.222 2.425 -1.799
H 3.127 2.659 0.058
H 1.331 3.768 -2.057
H 0.326 2.221 -1.682
H -0.065 4.786 -0.490
H 0.769 5.266 1.652
H 2.347 4.468 1.003
H 1.130 3.507 2.226
H -0.907 1.830 0.636
H -1.735 3.008 -0.595
H -1.329 4.207 2.421
H -2.655 4.556 1.096
H -2.696 2.246 3.437
H -3.469 1.663 -0.561
H -5.317 1.310 -0.145
H -4.010 0.049 0.353
H -6.455 2.063 1.835
H -5.605 1.086 3.244
H -5.549 3.010 3.294
H 1.576 -1.242 0.164
H 1.109 1.344 1.929
H 1.940 -0.312 2.321
C -4.905 -5.092 1.493
C -4.291 -3.718 1.535
O -4.966 -2.725 1.798
C -2.818 -3.608 1.244
H -5.973 -5.019 1.723
H -4.791 -5.519 0.494
H -4.429 -5.735 2.238
H -2.611 -3.969 0.233
H -2.249 -4.184 1.978
H -2.513 -2.558 1.310
C 2.444 -4.718 -6.160
C 3.159 -3.694 -5.320
O 4.192 -3.974 -4.713
C 2.562 -2.314 -5.250
H 2.989 -5.667 -6.116
H 1.434 -4.876 -5.773
H 2.405 -4.384 -7.200
H 1.557 -2.365 -4.823
H 2.529 -1.873 -6.250
H 3.184 -1.681 -4.608
```

Here are the Mulliken charges for atoms 1 to 4, given in e:
1. C -1.0502
2. C -0.2691
3. C -0.7319
4. C 0.8157

---

A molecular structure, C24H41N2O6S. Source: the Open Molecules 2025 dataset; level of theory: ωB97M-V/def2-TZVPD.

## Properties
charge: 0
HOMO energy (alpha / beta): -0.312 / -0.343 hartree
spin multiplicity: 2
maximum force: 0.03774 hartree/bohr
calculated total energy: -1898.130331 hartree

XYZ file:
```
74
C24H41N2O6S, DFT ωB97M-V/def2-TZVPD
C 0.317 5.818 -1.439
O 1.270 6.057 -2.457
C 2.517 5.433 -2.218
C 2.858 4.476 -3.348
C 1.854 3.313 -3.443
C 2.510 2.031 -3.986
C 1.983 0.748 -3.387
C 2.108 0.686 -1.832
N 3.464 0.499 -1.350
O 2.866 -0.370 -3.837
S 2.043 -1.733 -3.816
O 2.519 -2.593 -2.794
O 1.949 -2.259 -5.134
O 0.605 -1.104 -3.418
C 0.685 0.230 -3.968
C -0.550 1.091 -4.017
C -1.217 1.393 -2.695
C -1.347 0.455 -1.672
C -2.006 0.804 -0.495
C -2.557 2.074 -0.319
C -2.422 3.022 -1.326
C -1.757 2.672 -2.499
H 0.075 4.755 -1.384
H 0.663 6.170 -0.468
H -0.589 6.347 -1.710
H 3.292 6.201 -2.199
H 2.540 4.907 -1.264
H 3.852 4.087 -3.140
H 2.837 5.044 -4.273
H 1.087 3.628 -4.142
H 1.359 3.149 -2.493
H 2.334 1.978 -5.060
H 3.590 2.047 -3.872
H 1.502 -0.128 -1.453
H 1.732 1.609 -1.402
H 3.711 -0.476 -1.309
H 4.143 1.018 -1.884
H 0.937 0.050 -5.019
H -0.269 2.013 -4.510
H -1.272 0.590 -4.661
H -0.954 -0.541 -1.788
H -2.109 0.069 0.290
H -3.081 2.314 0.593
H -2.837 4.013 -1.244
H -1.654 3.412 -3.281
C -0.052 -2.531 5.509
C -1.283 -2.156 4.657
C -2.536 -2.817 5.232
C -2.602 -4.321 4.971
C -2.428 -4.622 3.483
C -1.172 -3.993 2.881
N -1.078 -2.542 3.227
O -1.862 -1.855 2.466
C 0.080 -4.753 3.359
C -1.195 -4.160 1.365
C -1.412 -0.640 4.765
H 0.873 -2.342 4.964
H -0.028 -1.926 6.415
H -0.052 -3.567 5.841
H -3.423 -2.347 4.796
H -2.578 -2.622 6.306
H -1.846 -4.848 5.559
H -3.567 -4.705 5.308
H -2.398 -5.701 3.322
H -3.308 -4.253 2.947
H 0.988 -4.230 3.058
H 0.102 -5.744 2.905
H 0.116 -4.913 4.433
H -2.097 -3.747 0.918
H -1.163 -5.221 1.120
H -0.331 -3.679 0.904
H -0.543 -0.140 4.333
H -1.481 -0.359 5.815
H -2.305 -0.266 4.267
```

Here are the Mulliken charges for atoms 1 to 4, given in e:
1. C -0.4903
2. O -0.3912
3. C -0.8842
4. C -0.7144

---

A molecular structure, C24H42AlBrCaClCsF2N3O6PS. Source: the Open Molecules 2025 dataset; level of theory: ωB97M-V/def2-TZVPD.

## Properties
charge: +2
HOMO energy: -0.373 hartree
maximum force: 0.08702 hartree/bohr
calculated total energy: -6467.457814 hartree

XYZ file:
```
84
C24H42AlBrCaClCsF2N3O6PS, DFT ωB97M-V/def2-TZVPD
C -1.660 -3.574 0.308
C -0.277 -2.726 0.108
N -0.364 -1.327 0.634
C 0.515 -0.398 -0.089
C -0.026 0.265 -1.427
P -1.732 -0.012 -2.153
O -2.694 -1.142 -1.338
O -1.647 -0.517 -3.808
S -2.714 1.688 -2.054
C 0.913 1.243 -2.236
C 0.521 1.997 -3.611
Br 1.227 3.883 -3.587
C 1.075 1.190 -4.933
C 2.462 1.760 -5.504
C 2.313 1.518 -1.631
N 2.783 0.932 -0.364
C 4.155 1.390 0.069
N 5.133 0.284 0.223
C 6.026 0.513 1.416
C 1.973 -0.002 0.415
C 2.513 -0.591 1.814
C 2.644 -2.175 1.947
C 2.147 -2.795 3.311
C 2.218 -4.304 3.652
C 2.770 -5.286 2.575
C 3.279 -4.699 1.212
C 3.236 -3.151 0.917
C 3.812 -2.623 -0.455
H -1.435 -4.685 0.506
H -2.192 -3.555 -0.720
H -2.335 -3.103 1.104
H 0.043 -2.715 -1.005
H 0.532 -3.368 0.632
H -0.197 -1.278 1.654
H -3.063 -0.654 -0.565
H -2.551 -0.290 -4.166
H -0.599 2.086 -3.800
H 0.271 1.387 -5.747
H 1.093 0.042 -4.762
H 3.322 1.690 -4.736
H 2.772 1.066 -6.387
H 2.387 2.805 -5.981
H 3.002 2.240 -2.203
H 4.566 2.153 -0.699
H 4.097 1.957 1.073
H 5.733 0.262 -0.627
H 5.458 0.865 2.346
H 6.895 1.228 1.188
H 6.486 -0.551 1.666
H 3.499 -0.147 2.176
H 1.716 -0.275 2.596
H 1.715 -2.087 4.114
H 1.868 -4.673 4.670
H 2.796 -6.402 2.797
H 3.693 -5.424 0.431
H 4.851 -2.126 -0.344
H 3.080 -1.986 -1.063
H 4.007 -3.559 -1.103
Cl 7.483 -1.637 0.689
Al 0.541 -1.395 -5.242
C -5.579 2.192 0.409
O -5.175 1.501 1.591
C -4.055 2.110 2.223
C -4.489 2.942 3.423
O -5.259 4.079 3.013
C -6.643 3.889 3.199
H -6.565 1.819 0.116
H -5.646 3.272 0.571
H -4.876 1.983 -0.399
H -3.484 2.715 1.511
H -3.405 1.301 2.573
H -3.597 3.325 3.927
H -5.047 2.328 4.144
H -6.885 3.969 4.268
H -6.981 2.922 2.819
H -7.172 4.678 2.661
F 2.309 -2.942 -3.429
O -5.430 -3.051 -1.219
H -4.950 -2.229 -1.163
O -2.462 5.691 4.367
H -3.266 5.281 4.070
Cs 2.108 -1.963 -7.583
F -7.203 0.538 -1.101
Ca -6.535 4.487 6.096
```

Here are the Mulliken charges for atoms 1 to 4, given in e:
1. C -0.9446
2. C 0.5007
3. N 0.0599
4. C -0.7561

---

A molecular structure, C24H42B2F4N5O8SbSi3Ti. Source: the Open Molecules 2025 dataset; level of theory: ωB97M-V/def2-TZVPD.

## Properties
charge: +1
energy above the lowest of the compared OMol25 structures with the same formula, charge and spin: 2.1423 eV
HOMO energy (alpha / beta): -0.393 / -0.404 hartree
spin multiplicity: 2
maximum force: 0.04830 hartree/bohr
calculated total energy: -4222.994735 hartree

XYZ file:
```
90
C24H42B2F4N5O8SbSi3Ti, DFT ωB97M-V/def2-TZVPD
Ti 0.359 0.575 0.079
C 1.620 -3.626 -0.156
C 1.290 -2.207 -0.490
N 1.832 -1.137 0.110
O 2.810 -1.384 1.112
B 2.216 -1.344 2.566
F 3.254 -1.443 3.414
F 1.363 -2.416 2.639
O 1.509 -0.074 2.713
N 0.340 -0.127 1.996
C -0.710 -0.656 2.518
C -0.854 -1.087 3.934
C -1.811 -0.838 1.560
N -1.409 -0.761 0.337
O -2.332 -0.992 -0.643
B -2.217 -0.114 -1.821
F -3.052 -0.558 -2.791
F -2.494 1.194 -1.444
O -0.822 -0.053 -2.410
N 0.230 -0.472 -1.596
C 0.376 -1.843 -1.479
C -0.453 -2.817 -2.248
C -3.221 -1.092 1.953
H 1.171 -3.883 0.805
H 2.697 -3.750 -0.051
H 1.235 -4.310 -0.906
H 0.122 -1.140 4.412
H -1.345 -2.056 3.991
H -1.464 -0.360 4.472
H -1.075 -2.300 -2.975
H -1.121 -3.345 -1.565
H 0.177 -3.549 -2.754
H -3.406 -0.843 2.993
H -3.494 -2.133 1.767
H -3.855 -0.482 1.304
O 3.583 2.359 -1.430
C 2.459 2.137 -1.023
O 2.121 1.321 -0.080
C 1.253 2.897 -1.537
C 1.228 4.133 -2.169
C 0.036 4.853 -2.149
C -1.027 4.398 -1.381
C -0.902 3.163 -0.756
N 0.166 2.407 -0.948
C -1.680 2.611 0.445
O -2.680 3.118 0.877
O -1.007 1.638 0.960
H 2.128 4.531 -2.605
H -0.030 5.810 -2.646
H -1.916 4.984 -1.220
C 3.857 -3.554 -2.887
Si 3.102 -2.187 -4.021
C 4.427 -1.193 -4.974
C 2.007 -3.138 -5.269
Sb 1.902 0.041 -3.043
Si 4.537 -0.771 0.997
C 4.802 -0.468 -0.855
C 4.697 0.777 2.079
C 5.508 -2.325 1.528
Si 0.078 0.507 -5.088
C -1.122 -0.941 -5.473
C -0.828 2.137 -4.633
C 1.257 0.799 -6.583
H 4.623 -4.089 -3.443
H 3.101 -4.280 -2.605
H 4.325 -3.187 -1.979
H 5.026 -1.824 -5.623
H 5.103 -0.669 -4.304
H 3.946 -0.443 -5.596
H 2.624 -3.846 -5.813
H 1.549 -2.476 -5.994
H 1.221 -3.709 -4.788
H 4.548 0.559 -1.112
H 4.226 -1.133 -1.495
H 5.852 -0.604 -1.092
H 5.329 1.523 1.604
H 5.118 0.541 3.054
H 3.725 1.231 2.258
H 5.210 -3.229 1.001
H 5.402 -2.531 2.589
H 6.564 -2.156 1.334
H -2.023 -0.838 -4.875
H -0.694 -1.918 -5.273
H -1.418 -0.921 -6.518
H -1.502 1.974 -3.796
H -1.427 2.493 -5.467
H -0.129 2.927 -4.365
H 1.722 -0.119 -6.926
H 2.050 1.501 -6.341
H 0.705 1.209 -7.423
```

Here are the Mulliken charges for atoms 1 to 4, given in e:
1. Ti -1.9249
2. C -1.7534
3. C 0.2460
4. N 0.9847